1.
DFT (ωB97M-V/def2-TZVPD) results for a 2-piece molecular cluster, C5H10N4O overall.

Atoms and positions in Å:
C 3.25 -0.43 -0.30
C 3.38 0.74 0.33
C 1.38 0.07 0.55
C -1.03 -2.27 0.44
C -1.44 1.75 -0.67
N 2.00 -0.90 -0.10
N -1.23 -0.82 0.26
N -1.17 1.33 0.70
N -0.84 0.12 1.11
O 2.18 1.07 0.87
H 4.10 -0.81 -0.79
H 4.06 1.51 0.37
H -0.09 -2.60 -0.05
H -0.91 -2.30 1.59
H -1.86 -2.91 0.29
H -1.83 0.89 -1.35
H -2.22 2.56 -0.74
H -0.53 2.03 -1.07
H -1.04 -0.74 -0.73
H -0.91 1.88 1.47

HOMO-LUMO gap (alpha / beta) (eV): 8.23 / 8.23
Total charge: 0
Energy (hartree): -490.55451
Energy above the lowest of the compared OMol25 structures with the same formula, charge and spin (kJ/mol): 650.8

---

2.
DFT (ωB97M-V/def2-TZVPD) results for an isolated ion of composition C5H10N4O and charge +2.

Atoms and positions in Å:
C 1.73 0.84 0.97
C 0.58 0.40 0.14
C 0.94 0.35 -1.43
N -0.56 1.25 0.16
O -0.46 2.40 0.37
C 0.10 -1.01 0.20
N 0.76 -2.12 0.39
N -1.23 -1.22 -0.09
C -2.18 -0.44 -0.13
N -3.31 0.03 -0.03
H 1.47 0.86 1.98
H 1.94 1.80 0.70
H 2.57 0.11 1.07
H 1.85 -0.21 -1.66
H 1.34 1.42 -1.63
H 0.19 0.15 -2.16
H 1.72 -2.02 0.62
H 0.34 -3.05 0.39
H -4.25 -0.58 -0.07
H -3.56 1.03 0.21

Structure (SMILES): CC(C)(N=O)C(=[NH2+])N=C=[NH2+]
HOMO-LUMO gap (eV): 8.59
Total charge: +2
Energy (hartree): -489.96708
Energy above the lowest of the compared OMol25 structures with the same formula, charge and spin (kJ/mol): 540.7

---

3.
DFT (ωB97M-V/def2-TZVPD) results for one molecule with the formula C5H10N4O2.

Atoms and positions in Å:
C -1.97 1.02 -0.13
C -2.07 -1.27 -0.67
C 0.06 -0.41 0.84
C 1.88 1.18 0.87
C 1.93 -0.71 -0.67
N -1.31 -2.16 0.19
N -0.37 -1.69 0.80
N -1.48 -0.01 -0.85
N 1.25 -0.03 0.40
O -1.25 2.16 -0.38
O -2.88 1.03 0.66
H -2.20 -1.82 -1.61
H -3.04 -1.23 -0.14
H -0.38 0.17 1.64
H 2.83 0.94 1.36
H 2.07 1.85 0.04
H 1.23 1.69 1.58
H 2.07 -0.04 -1.51
H 2.91 -1.05 -0.33
H 1.35 -1.57 -1.00
H -0.63 1.96 -1.10

HOMO-LUMO gap (eV): 8.84
Total charge: 0
Energy (hartree): -565.94439
Energy above the lowest of the compared OMol25 structures with the same formula, charge and spin (kJ/mol): 184.6

---

4.
DFT (ωB97M-V/def2-TZVPD) results for one molecule with the formula C5H10N4O2.

Atoms and positions in Å:
C -1.45 -0.11 3.32
N -0.88 -0.85 2.16
C -0.59 -0.39 1.03
C -0.11 -1.16 -0.19
C 0.06 -0.43 -1.26
N 0.52 -0.52 -2.54
C 1.79 -1.24 -2.73
N -0.28 1.22 -0.62
O 1.01 1.84 -0.89
N -0.57 0.98 0.66
O -1.50 1.82 1.20
H -1.37 0.90 3.42
H -0.84 -0.63 4.14
H -2.49 -0.35 3.48
H 0.08 -2.16 -0.08
H 0.27 0.19 -3.28
H 1.65 -2.35 -2.87
H 2.41 -0.85 -3.49
H 2.34 -1.26 -1.74
H 0.88 2.75 -1.14
H -0.93 2.63 1.43

Structure (SMILES): C/N=c1/cc(NC)n(O)n1O
HOMO-LUMO gap (eV): 8.78
Total charge: 0
Energy (hartree): -565.78349
Energy above the lowest of the compared OMol25 structures with the same formula, charge and spin (kJ/mol): 607.0

---

5.
DFT (ωB97M-V/def2-TZVPD) results for one molecule with the formula C5H10N4OS.

Atoms and positions in Å:
H -6.29 0.85 0.47
N -5.69 0.11 0.10
C -4.44 0.29 0.08
S -3.34 1.70 0.00
C -1.97 0.52 -0.11
N -0.66 0.87 -0.46
C 0.28 -0.26 -0.54
C 1.37 -0.22 0.64
C 2.83 0.26 0.18
N -2.27 -0.73 -0.27
N -3.62 -0.93 -0.15
O -4.04 -2.11 0.43
H -0.35 1.80 -0.37
H 0.73 -0.18 -1.48
H -0.42 -1.14 -0.55
H 0.99 0.39 1.33
H 1.47 -1.28 1.07
H 3.54 0.59 0.98
H 3.19 -0.66 -0.31
H 2.79 0.99 -0.63
H -4.49 -2.70 -0.25

Structure (SMILES): [H]/N=c1\sc(NCCC)nn1O
HOMO-LUMO gap (eV): 8.31
Total charge: 0
Energy (hartree): -888.83507
Energy above the lowest of the compared OMol25 structures with the same formula, charge and spin (kJ/mol): 85.1

---

6.
DFT (ωB97M-V/def2-TZVPD) results for an isolated ion of composition C5H10NO and charge -1.

Atoms and positions in Å:
C 1.53 -2.50 -0.82
N 1.13 -2.13 0.33
C -0.16 -1.38 0.47
C 0.11 0.14 0.02
C -1.05 1.02 0.45
C -0.53 2.51 0.00
O -1.51 3.48 0.09
H 2.15 -3.43 -0.94
H 1.26 -2.14 -1.78
H -1.09 -1.54 -0.10
H -0.39 -1.18 1.57
H 0.98 0.47 0.70
H 0.38 0.17 -1.00
H -1.99 0.56 0.05
H -1.08 1.08 1.56
H -0.17 2.20 -1.04
H 0.41 2.67 0.45

Structure (SMILES): C=NCCCC[O-]
HOMO-LUMO gap (eV): 5.51
Total charge: -1
Energy (hartree): -326.39519
Energy above the lowest of the compared OMol25 structures with the same formula, charge and spin (kJ/mol): 236.6

---

7.
DFT (ωB97M-V/def2-TZVPD) results for an isolated ion of composition C5H10NO and charge -1.

Atoms and positions in Å:
C 2.76 0.12 -1.10
C 1.63 -0.53 -0.84
C 1.01 -0.43 0.54
C -0.54 -0.30 0.52
N -0.93 0.06 1.89
C -1.18 0.61 -0.58
O -2.50 0.36 -0.63
H 3.18 0.88 -0.45
H 3.33 0.06 -2.02
H 1.10 -1.16 -1.55
H 1.51 0.40 1.02
H 1.15 -1.30 1.18
H -0.90 -1.29 0.25
H -1.10 1.06 1.91
H -1.79 -0.39 2.15
H -0.97 1.66 -0.25
H -0.71 0.22 -1.49

Structure (SMILES): C=CC[C@@H](N)C[O-]
HOMO-LUMO gap (eV): 6.07
Total charge: -1
Energy (hartree): -326.45295
Energy above the lowest of the compared OMol25 structures with the same formula, charge and spin (kJ/mol): 84.9

---

8.
DFT (ωB97M-V/def2-TZVPD) results for an isolated ion of composition C5H10NO and charge -2.

Atoms and positions in Å:
C -0.99 -0.51 0.72
O -1.37 -1.66 1.39
C 0.56 -0.29 0.67
C 0.95 1.06 -0.01
C 0.41 1.20 -1.42
C -0.66 1.96 -1.69
N 1.13 -1.55 0.17
H -1.37 -0.49 -0.31
H -1.34 0.34 1.36
H 0.82 -0.09 1.72
H 2.06 0.91 -0.04
H 0.67 1.83 0.71
H 0.98 0.77 -2.25
H -1.45 2.14 -0.99
H -0.81 2.32 -2.71
H 0.30 -1.92 -0.32
H 1.23 -2.22 0.92

HOMO-LUMO gap (alpha / beta) (eV): 2.80 / 6.67
2S+1: 2
Total charge: -2
⟨S²⟩: 0.75
Energy (hartree): -326.28275
Energy above the lowest of the compared OMol25 structures with the same formula, charge and spin (kJ/mol): 114.2

---

9.
DFT (ωB97M-V/def2-TZVPD) results for an isolated ion of composition C5H10NO and charge +1.

Atoms and positions in Å:
N -1.42 -1.03 -0.28
C -1.63 0.37 0.24
C -0.64 1.18 0.58
C 0.79 1.07 0.40
C 1.15 0.57 -0.98
C 1.61 -0.21 0.23
O 1.07 -1.47 0.59
H -0.33 -1.22 0.16
H -1.65 -1.08 -1.28
H -2.20 -1.61 0.21
H -2.79 0.46 0.42
H -0.87 2.26 1.03
H 1.43 1.87 0.76
H 2.05 0.98 -1.54
H 0.34 0.39 -1.51
H 2.76 -0.23 0.52
H 1.24 -1.59 1.57

Structure (SMILES): [NH3+]/C=C\[C@@H]1C[C@@H]1O
HOMO-LUMO gap (eV): 10.65
Total charge: +1
Energy (hartree): -326.14880
Energy above the lowest of the compared OMol25 structures with the same formula, charge and spin (kJ/mol): 349.2

---

10.
DFT (ωB97M-V/def2-TZVPD) results for a 2-piece molecular cluster, C5H10NO overall.

Atoms and positions in Å:
C -3.17 0.07 0.03
C 0.19 0.26 1.50
C 0.37 0.86 0.16
C 1.46 1.19 -0.86
C 0.26 -1.57 -0.28
N -0.35 -0.44 0.32
O -4.22 0.20 -0.27
H -0.19 1.78 0.19
H 1.03 -0.36 1.92
H -0.51 0.58 2.14
H 2.48 0.59 -0.79
H 1.79 2.18 -0.69
H 1.11 0.98 -1.81
H -0.30 -2.53 -0.19
H 0.04 -1.52 -1.31
H 1.36 -1.76 -0.16
H -1.35 -0.49 0.11

HOMO-LUMO gap (eV): 12.98
Total charge: +1
Energy (hartree): -326.17067
Energy above the lowest of the compared OMol25 structures with the same formula, charge and spin (kJ/mol): 291.8

---

11.
DFT (ωB97M-V/def2-TZVPD) results for C5H10NO as an isolated structure.

Atoms and positions in Å:
C -1.32 0.51 -0.23
C -0.07 0.64 -0.43
C 1.74 1.14 0.27
C 2.87 -0.72 -0.55
C -3.06 -0.79 0.76
N -2.54 0.42 0.12
O 2.24 -0.05 0.50
H 0.19 0.21 -1.48
H 2.27 -1.63 -1.01
H 2.05 1.70 -0.65
H 1.59 1.75 1.17
H 3.77 -1.18 -0.08
H 3.13 -0.01 -1.40
H -3.30 -0.62 1.79
H -4.03 -1.11 0.32
H -2.30 -1.53 0.83
H -3.23 1.27 0.08

HOMO-LUMO gap (eV): 9.87
Total charge: +1
Energy (hartree): -326.10789
Energy above the lowest of the compared OMol25 structures with the same formula, charge and spin (kJ/mol): 456.6

---

12.
DFT (ωB97M-V/def2-TZVPD) results for an isolated ion of composition C5H10NO and charge +1.

Atoms and positions in Å:
N -0.40 2.72 -0.16
C 0.56 1.60 -0.60
C 0.69 0.40 0.01
C 0.39 -0.88 -0.72
C -0.03 -2.13 0.09
C -0.60 -1.88 1.48
O -1.43 -1.00 1.58
H -0.91 3.06 -0.97
H -1.12 2.35 0.46
H 0.17 3.49 0.21
H 0.83 1.80 -1.63
H 1.25 0.25 0.93
H -0.53 -0.74 -1.25
H 1.20 -1.08 -1.44
H -0.71 -2.72 -0.54
H 0.88 -2.73 0.25
H -0.22 -2.50 2.29

Structure (SMILES): [NH3+]/C=C/CCC=O
HOMO-LUMO gap (eV): 8.26
Total charge: +1
Energy (hartree): -326.13082
Energy above the lowest of the compared OMol25 structures with the same formula, charge and spin (kJ/mol): 396.4

---

13.
DFT (ωB97M-V/def2-TZVPD) results for a 2-piece molecular cluster, C5H10NO overall.

Atoms and positions in Å:
C -0.68 0.23 -1.74
C -1.12 0.08 -2.98
C 0.29 1.76 -0.14
N -0.14 1.47 -1.31
H -0.71 -0.54 -0.99
H -0.98 0.82 -3.76
H -1.51 -0.88 -3.27
H 0.74 2.72 0.01
H 0.17 1.02 0.64
H -0.06 2.18 -2.02
O 1.56 0.27 2.22
C 1.08 -0.74 2.67
C 0.19 -1.66 1.87
H 1.30 -1.03 3.71
H 0.56 -1.73 0.85
H -0.84 -1.30 1.91
H 0.16 -2.64 2.34

HOMO-LUMO gap (eV): 8.31
Total charge: +1
Energy (hartree): -326.19696
Energy above the lowest of the compared OMol25 structures with the same formula, charge and spin (kJ/mol): 222.8

---

14.
DFT (ωB97M-V/def2-TZVPD) results for an isolated ion of composition C5H10NO and charge +1.

Atoms and positions in Å:
C 2.39 0.50 -0.60
C 1.14 -0.48 0.89
C -1.11 0.07 -0.74
C 0.28 0.34 -0.23
C -1.78 -1.15 -0.13
N -0.91 1.17 0.23
O 2.39 -0.62 0.22
H 2.89 0.47 -1.53
H 2.62 1.46 -0.13
H 1.18 0.30 1.64
H 0.71 -1.41 1.08
H -1.39 0.44 -1.73
H -1.45 -2.04 -0.67
H -2.91 -1.05 -0.40
H -1.61 -1.16 0.97
H -1.18 2.11 -0.08
H -1.25 1.04 1.20

HOMO-LUMO gap (eV): 9.93
Total charge: +1
Energy (hartree): -326.08468
Energy above the lowest of the compared OMol25 structures with the same formula, charge and spin (kJ/mol): 517.6

---

15.
DFT (ωB97M-V/def2-TZVPD) results for a 2-piece molecular cluster, C5H10NO overall.

Atoms and positions in Å:
O 0.10 -2.01 -0.91
C -0.63 -1.22 -1.45
C -1.34 0.01 -0.98
C -1.07 0.79 0.34
C 0.33 0.36 0.84
C 1.47 0.23 -0.07
N 0.44 0.03 2.09
H -0.91 -1.33 -2.52
H -1.11 0.75 -1.81
H -2.38 -0.31 -1.04
H -1.68 0.34 1.15
H -1.20 1.87 0.31
H 2.07 -0.66 0.10
H 1.65 1.08 -0.71
H 3.33 0.62 -0.54
H -0.37 -0.28 2.63
H 1.30 -0.28 2.56

HOMO-LUMO gap (eV): 6.81
Total charge: +1
Energy (hartree): -326.03203
Energy above the lowest of the compared OMol25 structures with the same formula, charge and spin (kJ/mol): 655.8

---

16.
DFT (ωB97M-V/def2-TZVPD) results for a 2-piece molecular cluster, C5H10NO overall.

Atoms and positions in Å:
C 2.42 -1.34 0.06
C 2.65 -0.17 0.05
C -0.46 1.37 0.21
C -1.01 -1.04 0.76
C -0.77 0.01 -0.23
N -0.84 -0.26 -1.50
O 2.75 1.13 -0.03
H -0.90 1.58 1.18
H 0.63 1.45 0.34
H -0.74 2.13 -0.51
H -1.96 -0.85 1.26
H -1.04 -2.04 0.32
H -0.25 -1.01 1.54
H -0.69 0.46 -2.20
H -1.01 -1.20 -1.84
H 2.31 -2.38 0.15
H 3.67 1.41 -0.07

HOMO-LUMO gap (eV): 9.13
Total charge: +1
Energy (hartree): -326.18622
Energy above the lowest of the compared OMol25 structures with the same formula, charge and spin (kJ/mol): 251.0

---

17.
DFT (ωB97M-V/def2-TZVPD) results for an isolated ion of composition C5H10NO and charge +1.

Atoms and positions in Å:
C -0.37 -1.19 -0.18
C 0.65 0.90 -1.03
C -0.92 -0.57 1.09
C -0.14 1.49 0.18
C 0.84 -0.48 -0.69
N 0.02 0.56 1.24
O 1.88 -1.16 -0.99
H -0.04 -2.26 -0.21
H -1.10 -1.26 -0.94
H 0.05 0.97 -1.94
H 1.54 1.47 -1.20
H -1.95 -0.31 0.81
H -0.90 -1.18 1.99
H 0.06 2.60 0.37
H -1.28 1.47 0.17
H -0.15 1.02 2.13
H 1.82 -2.08 -0.82

HOMO-LUMO gap (alpha / beta) (eV): 7.35 / 7.57
2S+1: 3
Total charge: +1
⟨S²⟩: 2.01
Energy (hartree): -326.06509
Energy above the lowest of the compared OMol25 structures with the same formula, charge and spin (kJ/mol): 147.5

---

18.
DFT (ωB97M-V/def2-TZVPD) results for an isolated ion of composition C5H10NO and charge +2.

Atoms and positions in Å:
O 0.36 -2.11 0.13
C 0.44 -1.99 -1.04
C 0.64 -0.62 -1.72
C 0.30 0.71 -0.92
C -0.80 0.67 0.17
C -0.63 1.07 2.61
N -0.27 0.51 1.52
H 0.73 -2.96 -1.53
H 0.11 -0.75 -2.67
H 1.73 -0.66 -1.82
H 0.08 1.37 -1.76
H 1.26 0.95 -0.48
H -1.48 -0.15 -0.08
H -1.37 1.59 0.04
H -0.05 0.84 3.50
H -1.41 1.81 2.49
H 0.37 -0.28 1.54

HOMO-LUMO gap (alpha / beta) (eV): 11.55 / 7.80
2S+1: 2
Total charge: +2
⟨S²⟩: 0.76
Energy (hartree): -325.70624
Energy above the lowest of the compared OMol25 structures with the same formula, charge and spin (kJ/mol): 28.7

---

19.
DFT (ωB97M-V/def2-TZVPD) results for C5H10NO2 as an isolated structure.

Atoms and positions in Å:
C 0.49 0.84 2.87
C 0.42 0.95 1.37
N -0.22 -0.09 0.83
C -1.57 0.11 -1.15
C -0.16 -0.14 -0.61
C 0.35 -1.47 -1.16
O -0.18 -1.83 -2.55
O 1.04 1.88 0.80
H 0.16 -0.15 3.21
H 1.58 0.95 3.15
H -0.06 1.66 3.35
H 0.63 -1.21 -2.49
H -1.53 0.07 -2.23
H -2.28 -0.58 -0.71
H -1.98 1.07 -0.71
H 0.58 0.67 -0.89
H -0.16 -2.19 -0.51
H 1.40 -1.68 -0.92

HOMO-LUMO gap (eV): 7.37
Total charge: -1
Energy (hartree): -401.70403
Energy above the lowest of the compared OMol25 structures with the same formula, charge and spin (kJ/mol): 322.4

---

20.
DFT (ωB97M-V/def2-TZVPD) results for an isolated ion of composition C5H10NO2 and charge -1.

Atoms and positions in Å:
C -0.99 -0.17 -1.89
C 0.08 -1.14 -1.46
C 0.40 -1.09 0.08
C 0.74 0.34 0.49
N 0.59 0.65 1.91
C -0.25 1.73 2.35
O -1.04 2.18 1.47
O -0.13 2.10 3.53
H -0.77 0.87 -1.77
H -2.03 -0.41 -1.55
H -1.27 -0.29 -2.94
H 0.99 -0.97 -2.04
H -0.21 -2.15 -1.79
H -0.38 -1.56 0.65
H 1.38 -1.64 0.08
H 1.83 0.45 0.29
H 0.14 1.08 -0.01
H 0.92 0.00 2.60

Structure (SMILES): CCCCNC(=O)[O-]
HOMO-LUMO gap (eV): 7.27
Total charge: -1
Energy (hartree): -401.79919
Energy above the lowest of the compared OMol25 structures with the same formula, charge and spin (kJ/mol): 72.5